The following is a DFT calculation (ωB97M-V with the def2-TZVPD basis set) of a structure of composition C24H31IrN7S2 at a distorted geometry.

## Properties
LUMO   -3.36 eV
Total charge   +1
Spin multiplicity   1
Gap between HOMO and LUMO   6.76 eV
HOMO level   -10.118 eV
Energy relative to the best compared isomer or geometry (same formula, charge and spin)   39.0 kcal/mol
Electronic energy   -60326.1381 eV

```
65
C24H31IrN7S2 ωB97M-V with the def2-TZVPD basis set
C 0.041 -0.163 3.068
H -2.110 1.593 3.989
N -0.872 -4.038 -2.004
C 2.927 0.539 -1.762
Ir 0.188 -0.594 0.015
H -0.167 0.431 5.131
H 3.999 0.523 -1.554
H 3.141 1.807 -3.348
H 3.715 3.013 -1.439
H 2.512 -0.455 -1.597
H -0.275 2.151 1.273
C 1.794 -0.282 4.725
C -1.282 0.114 2.686
H -2.146 -5.629 -1.941
C -2.321 0.574 3.663
H -0.799 -2.790 2.524
H 0.730 4.348 1.285
S -1.694 0.276 -1.561
H 2.772 4.803 -0.045
H -2.340 -0.073 4.540
C 2.296 3.835 -0.075
C 1.346 0.906 -3.625
C 1.113 1.256 -0.107
H -2.595 -5.363 0.528
C 0.599 2.309 0.660
C 2.175 -0.872 2.438
H -4.052 0.503 -2.808
H -4.521 3.324 -1.718
C 2.820 2.825 -0.854
C -1.401 -3.570 0.640
H 1.260 1.294 -4.638
H -2.526 -2.657 2.186
H 0.922 -0.096 -3.581
N 0.915 -0.608 2.097
C -1.698 -4.838 -1.355
C -4.532 1.200 -2.116
H 2.156 -0.168 5.735
N -2.749 0.329 0.915
N -0.617 -2.734 -0.034
H -3.298 0.557 3.188
C 0.510 0.033 4.394
H 3.210 -1.100 -3.796
C 3.527 -0.085 -4.033
C -0.354 -3.039 -1.319
H -4.828 1.060 -0.036
C -1.651 -3.299 2.081
C 2.245 1.554 -0.880
H 0.782 1.534 -2.940
H 2.823 -1.203 1.635
N -4.192 0.794 -0.773
H -5.615 1.111 -2.218
H 3.357 0.096 -5.092
C -2.947 0.485 -0.361
H 3.674 -1.033 3.948
C -4.094 2.629 -2.435
N -1.568 -0.006 1.378
N 2.760 0.863 -3.212
H -1.844 -4.228 2.608
C 1.167 3.570 0.679
C -1.965 -4.672 -0.006
S 0.778 -1.986 -2.047
H 4.591 0.010 -3.819
H -3.011 2.715 -2.397
C 2.658 -0.759 3.721
H -4.431 2.899 -3.431
```